A molecular structure, C12H24Br10O2Sr2 at a distorted geometry, computed with wB97M-V/def2-TZVPD.

Element x y z (Å)
Sr: 2.775 0.992 -2.435
Sr: 3.232 1.690 1.542
O: 0.902 -0.668 -2.323
C: -0.129 -0.084 -1.532
C: 0.328 0.776 -0.252
O: 1.456 1.640 -0.260
H: -0.845 -0.808 -1.143
H: -0.766 0.503 -2.195
H: 0.657 0.034 0.474
H: -0.574 1.255 0.128
Br: 1.859 -5.330 -1.835
C: 2.067 -3.677 -2.954
C: 3.302 -2.893 -2.425
Br: 4.253 -1.948 -3.993
H: 1.090 -3.195 -2.942
H: 2.151 -4.035 -3.980
H: 3.978 -3.588 -1.927
H: 2.970 -2.113 -1.740
Br: -2.123 4.789 0.946
C: -2.461 4.050 2.767
C: -2.322 2.535 2.783
Br: -2.984 1.713 4.474
H: -3.429 4.455 3.060
H: -1.677 4.397 3.440
H: -1.283 2.259 2.601
H: -2.990 1.994 2.113
Br: -3.615 -5.087 -1.002
C: -3.311 -3.122 -1.138
C: -4.588 -2.441 -1.529
Br: -4.305 -0.533 -1.828
H: -2.517 -3.042 -1.880
H: -2.890 -2.708 -0.222
H: -5.327 -2.337 -0.735
H: -5.108 -2.795 -2.419
Br: 1.645 -5.138 2.888
C: 1.965 -3.363 2.129
C: 0.829 -2.919 1.211
Br: -0.736 -2.377 2.239
H: 2.908 -3.361 1.581
H: 2.084 -2.684 2.973
H: 0.508 -3.673 0.492
H: 1.310 -2.093 0.687
Br: 3.269 4.611 -0.579
C: 1.348 5.127 -0.178
C: 1.335 5.875 1.109
Br: 1.667 4.442 2.509
H: 0.811 4.186 -0.293
H: 0.917 5.766 -0.948
H: 0.328 6.217 1.349
H: 2.035 6.707 1.191

As for the HOMO-LUMO gap: 4.838 eV. For the energy above the lowest of the compared OMol25 structures with the same formula, charge and spin, the calculation gives 0.407 eV. The calculation puts the total energy at -26423.1193 Eh. The value obtained for the strongest force on any atom is 2.79 eV/Å. As for the HOMO energy: -13.39 eV. As for the total charge: +2.


A molecular structure, C12H24CrNO8 at a distorted geometry, computed with wB97M-V/def2-TZVPD.

Element x y z (Å)
Cr: -8.703 -3.113 17.135
C: -8.301 -0.611 20.293
C: -8.435 -1.580 19.149
O: -8.625 -2.819 19.326
O: -8.239 -1.173 17.963
H: -9.177 -0.562 20.942
H: -8.155 0.367 19.834
H: -7.476 -0.819 20.975
C: -7.794 -7.169 15.700
C: -9.048 -6.311 16.020
O: -8.953 -5.291 16.722
O: -10.135 -6.704 15.532
H: -8.041 -8.232 15.683
H: -7.029 -7.045 16.467
H: -7.476 -7.011 14.668
C: -12.954 -2.563 16.362
C: -11.969 -3.450 17.072
O: -10.791 -3.037 17.341
O: -12.342 -4.617 17.293
H: -12.500 -1.629 16.023
H: -13.772 -2.255 17.015
H: -13.359 -3.097 15.503
C: -12.456 -3.339 12.486
O: -11.194 -3.856 12.969
C: -10.289 -2.836 13.191
C: -9.320 -3.337 14.204
N: -8.744 -2.259 15.052
C: -7.330 -1.995 14.743
C: -6.367 -3.114 15.259
O: -6.778 -3.568 16.585
C: -5.774 -4.407 17.147
H: -13.322 -3.979 12.671
H: -12.435 -3.269 11.396
H: -12.864 -2.444 12.959
H: -10.721 -1.900 13.555
H: -9.699 -2.624 12.292
H: -8.624 -4.040 13.739
H: -9.879 -4.084 14.774
H: -9.255 -1.429 14.782
H: -7.011 -0.997 15.047
H: -7.144 -1.922 13.666
H: -5.387 -2.640 15.337
H: -6.303 -3.906 14.513
H: -5.394 -5.166 16.461
H: -6.276 -4.971 17.933
H: -4.976 -3.787 17.557

As for the HOMO-LUMO gap (spin up / spin down): 5.845 / 7.042 eV. For the energy above the lowest of the compared OMol25 structures with the same formula, charge and spin, the calculation gives 1.626 eV. The calculation puts the total energy at -2172.8645 Eh. The value obtained for the strongest force on any atom is 3.21 eV/Å. As for the HOMO energy (spin up / spin down): -3.32 / -4.52 eV. As for the total charge: -1. The spin multiplicity is 5.


6 unconnected molecules or ions with the total composition C12H24F12N2O14S4 at a distorted geometry, computed with wB97M-V/def2-TZVPD.

Element x y z (Å)
C: 6.569 7.895 14.822
C: 7.344 8.591 13.661
C: 6.838 7.948 12.346
O: 7.168 8.702 11.189
C: 6.169 8.433 10.152
N: 7.059 10.086 13.724
H: 6.080 10.249 13.570
H: 7.405 10.534 14.594
H: 7.492 10.570 12.888
H: 6.746 6.833 14.668
H: 5.586 8.369 14.785
H: 6.889 8.208 15.778
H: 8.451 8.561 13.815
H: 5.676 7.934 12.407
H: 7.207 6.939 12.278
H: 6.209 7.336 9.974
H: 6.509 8.873 9.219
H: 5.158 8.756 10.443
C: 12.552 8.950 10.071
C: 11.201 8.730 10.810
C: 10.062 9.637 10.260
O: 10.508 10.961 10.540
C: 10.037 11.853 9.515
N: 10.689 7.327 10.617
H: 10.191 7.169 9.733
H: 11.406 6.657 10.726
H: 10.057 6.991 11.359
H: 13.200 9.689 10.498
H: 12.271 9.118 8.983
H: 13.144 8.022 9.972
H: 11.230 8.909 11.916
H: 9.105 9.477 10.740
H: 9.971 9.452 9.177
H: 10.367 11.437 8.584
H: 10.391 12.887 9.743
H: 8.947 12.007 9.579
C: 9.200 12.404 16.575
F: 8.520 13.073 15.650
F: 10.069 11.645 15.931
F: 9.866 13.331 17.299
S: 8.021 11.473 17.542
O: 7.199 12.492 18.150
O: 7.420 10.732 16.419
O: 8.806 10.608 18.403
C: 10.528 5.485 14.854
F: 11.756 5.477 14.161
F: 10.643 4.671 15.884
F: 10.357 6.767 15.280
S: 9.372 4.922 13.557
O: 8.053 4.939 14.137
O: 9.594 6.042 12.694
O: 9.937 3.662 13.263
C: 9.696 8.443 6.061
F: 8.334 8.577 5.955
F: 10.215 8.464 4.827
F: 10.165 9.544 6.670
S: 10.238 6.934 6.872
O: 11.697 7.027 6.902
O: 9.636 7.025 8.205
O: 9.647 5.901 6.099
C: 5.441 13.259 12.523
F: 5.979 12.932 13.694
F: 4.123 13.472 12.762
F: 6.023 14.371 12.157
S: 5.708 11.932 11.337
O: 7.197 11.817 11.436
O: 5.037 10.811 11.986
O: 5.170 12.398 10.073

As for the HOMO-LUMO gap: 9.494 eV. The calculation puts the total energy at -4425.8648 Eh. The value obtained for the strongest force on any atom is 3.10 eV/Å. As for the HOMO energy: -5.26 eV. As for the total charge: -2.


8 unconnected molecules or ions with the total composition C12H24F2N6O18 at a distorted geometry, computed with wB97M-V/def2-TZVPD.

Element x y z (Å)
C: 7.649 -2.751 -1.171
C: 7.229 -2.523 0.262
O: 8.452 -2.842 0.925
C: 9.249 -3.667 0.177
O: 10.262 -4.225 0.547
O: 8.642 -3.786 -1.110
F: 6.269 -3.295 0.704
H: 8.187 -1.917 -1.621
H: 6.874 -3.106 -1.850
H: 6.863 -1.504 0.379
C: -5.439 3.729 4.848
C: -4.045 3.184 5.299
O: -3.636 2.571 4.062
C: -4.630 2.392 3.256
O: -4.363 1.908 2.146
O: -5.792 2.830 3.791
F: -4.247 2.186 6.161
H: -5.354 4.647 4.267
H: -6.055 3.835 5.741
H: -3.453 3.980 5.749
C: -0.261 0.286 -0.046
N: 0.876 -0.013 -0.806
O: 1.998 0.429 -0.493
O: 0.692 -0.723 -1.825
H: 0.051 0.081 0.978
H: -1.070 -0.302 -0.478
H: -0.400 1.347 -0.255
C: -1.255 -1.479 7.292
N: -1.291 -1.676 5.877
O: -0.304 -1.760 5.276
O: -2.415 -1.715 5.479
H: -0.253 -1.601 7.705
H: -1.852 -2.274 7.737
H: -1.554 -0.447 7.479
C: -3.601 -2.507 -5.235
N: -4.808 -2.551 -6.210
O: -5.611 -1.663 -6.014
O: -4.587 -2.979 -7.349
H: -3.362 -3.513 -4.888
H: -3.594 -1.851 -4.364
H: -2.863 -2.267 -6.000
C: 2.276 5.185 -1.468
N: 3.036 6.418 -1.027
O: 3.111 6.542 0.215
O: 3.706 6.980 -1.888
H: 1.576 5.236 -2.302
H: 1.796 4.727 -0.603
H: 3.058 4.504 -1.803
C: 1.612 -4.903 -0.574
N: 0.764 -5.380 -1.661
O: -0.410 -5.138 -1.594
O: 1.232 -6.241 -2.428
H: 1.105 -4.245 0.131
H: 2.461 -4.355 -0.984
H: 1.889 -5.719 0.094
C: -3.050 2.650 -4.476
N: -4.046 3.766 -4.139
O: -4.691 4.236 -5.014
O: -4.079 4.231 -3.044
H: -2.229 3.016 -5.093
H: -3.640 1.984 -5.105
H: -2.679 2.037 -3.655

As for the HOMO-LUMO gap: 10.434 eV. As for the SMILES: O=C1OC[C@@H](F)O1.O=C1OC[C@@H](F)O1.C[N+](=O)[O-].C[N+](=O)[O-].C[N+](=O)[O-].C[N+](=O)[O-].C[N+](=O)[O-].C[N+](=O)[O-]. For the energy above the lowest of the compared OMol25 structures with the same formula, charge and spin, the calculation gives 3.637 eV. The calculation puts the total energy at -2353.5461 Eh. The value obtained for the strongest force on any atom is 5.53 eV/Å. As for the HOMO energy: -11.11 eV.


A molecular structure, C12H24F3InNOP at a distorted geometry, computed with wB97M-V/def2-TZVPD.

Element x y z (Å)
C: -1.453 -1.446 0.677
C: -2.174 -2.240 1.449
C: -2.990 -3.327 2.306
In: -5.235 -3.212 2.082
P: -6.113 -1.002 1.199
O: -5.328 0.261 1.671
C: -5.889 -4.954 0.733
F: -4.790 -5.332 -0.141
F: -6.122 -6.090 1.636
F: -7.095 -4.637 -0.025
H: -0.634 -1.067 -0.046
H: -2.706 -3.271 3.436
H: -2.663 -4.391 1.960
H: -5.981 -3.521 3.694
H: -6.279 -1.082 -0.242
H: -7.470 -0.864 1.719
C: 4.579 1.198 -3.003
C: 3.838 2.497 -2.736
C: 3.409 2.750 -1.292
N: 2.284 1.855 -0.742
C: 1.311 1.414 -1.821
C: 2.818 0.610 -0.010
C: 2.669 0.895 1.471
C: 1.444 1.774 1.568
C: 1.510 2.658 0.342
H: 4.072 0.328 -2.589
H: 4.664 1.043 -4.085
H: 5.595 1.239 -2.599
H: 2.980 2.580 -3.411
H: 4.504 3.318 -3.026
H: 3.027 3.775 -1.259
H: 4.250 2.684 -0.596
H: 1.829 0.786 -2.542
H: 0.901 2.311 -2.297
H: 0.509 0.842 -1.350
H: 2.203 -0.247 -0.298
H: 3.853 0.429 -0.303
H: 3.551 1.422 1.849
H: 2.555 -0.022 2.053
H: 1.440 2.364 2.488
H: 0.529 1.174 1.557
H: 2.073 3.569 0.566
H: 0.525 2.928 -0.042

As for the HOMO-LUMO gap: 5.913 eV. The calculation puts the total energy at -1432.4268 Eh. The value obtained for the strongest force on any atom is 6.04 eV/Å. As for the HOMO energy: -6.76 eV.